Record 1
DFT (the ωB97M-V functional and the def2-TZVPD basis) results for C9H13ClN as an isolated structure in a non-equilibrium geometry.

XYZ file:
```
24
Properties=species:S:1:pos:R:3:forces:R:3:mulliken_charge:R:1
C -3.319 -0.679 -0.144 0.796 -0.094 0.217 -0.140
C -2.681 0.070 -1.139 -0.443 -0.218 0.645 -0.778
C -2.546 -1.042 0.979 -1.250 0.605 -0.411 -0.663
C -1.350 0.423 -0.987 0.395 0.506 -3.638 0.305
C -1.221 -0.641 1.078 -2.976 -0.120 -2.827 -0.227
C 1.195 1.331 -0.808 3.178 -2.689 -2.779 -1.855
C 1.391 0.352 1.391 2.546 -2.300 -0.495 -1.502
C 1.391 -1.682 -0.691 -3.953 3.087 2.929 -0.561
C 0.812 0.096 0.032 1.923 -0.409 -1.928 0.906
N -0.625 0.012 0.035 -0.474 -1.148 2.420 0.274
Cl 0.295 -2.889 -0.036 -0.062 -0.117 0.083 -0.116
H -4.364 -1.018 -0.252 0.724 0.298 0.074 0.407
H -3.246 0.328 -2.019 0.231 0.278 -0.186 0.408
H -3.062 -1.621 1.760 0.771 0.333 -0.233 0.389
H -0.735 0.908 -1.866 -1.750 -0.988 2.056 0.279
H -0.746 -1.037 1.879 2.180 -0.439 2.063 0.415
H 1.233 1.091 -1.941 0.129 0.421 1.742 0.340
H 2.190 1.774 -0.543 -0.952 -0.673 -0.145 0.399
H 0.471 2.032 -0.696 -1.969 2.376 0.536 0.604
H 2.539 0.550 1.243 -2.186 -0.901 0.623 0.409
H 1.022 1.200 1.863 -0.955 1.814 0.532 0.454
H 1.131 -0.491 2.038 0.920 0.084 0.206 0.414
H 2.289 -1.870 -0.280 3.208 -0.212 1.202 0.422
H 1.320 -1.773 -1.704 -0.032 0.506 -2.686 0.416
```
Positions in Å, forces in eV/Å.

Results
* charge: +1
* orbital gap: 9.36 eV
* HOMO energy: -13.75 eV

***

Record 2
DFT (the ωB97M-V functional and the def2-TZVPD basis) results for the molecule C5H8O2.

XYZ file:
```
15
Properties=species:S:1:pos:R:3:forces:R:3:mulliken_charge:R:1
C -0.196 1.348 -0.223 -0.304 0.042 0.068 -1.904
C -0.279 -0.077 0.195 -0.099 0.023 -0.093 1.485
C -0.947 -1.203 -0.523 0.019 -0.090 -0.198 -0.809
C -1.355 -0.843 0.892 -0.089 0.037 0.167 -0.721
O 1.043 -0.378 0.760 0.216 0.204 -0.073 -0.284
C 1.950 0.399 0.242 0.171 -0.285 0.082 0.320
O 2.252 0.663 -1.008 -0.231 -0.023 0.147 -0.392
H -0.737 1.554 -1.156 0.101 -0.010 0.121 0.398
H 1.375 0.967 -1.357 0.054 -0.042 -0.071 0.431
H -0.547 2.035 0.553 0.064 -0.085 -0.088 0.171
H -1.612 -0.946 -1.344 0.129 -0.018 0.141 0.253
H -0.400 -2.133 -0.653 -0.057 0.165 0.041 0.227
H -2.294 -0.321 1.049 0.158 -0.075 -0.056 0.250
H -1.075 -1.539 1.678 -0.025 0.114 -0.134 0.241
H 2.822 0.475 0.896 -0.109 0.044 -0.051 0.334
```
Positions in Å, forces in eV/Å.

Results
* orbital gap (alpha / beta): 7.24 / 7.24 eV
* HOMO energy (alpha / beta): -7.28 / -7.28 eV

***

Record 3
DFT (the ωB97M-V functional and the def2-TZVPD basis) results for C25H21Br3N4O8 as an isolated structure.

XYZ file:
```
61
Properties=species:S:1:pos:R:3:forces:R:3:mulliken_charge:R:1
C -1.237 -0.807 0.719 -0.111 -0.361 0.113 -0.328
Br -1.040 -2.348 1.869 0.057 0.136 0.028 -0.001
Br -3.096 -0.508 0.358 0.009 0.209 -0.130 -0.007
Br -0.208 -1.027 -0.893 -0.200 0.066 -0.046 -0.008
H -0.851 0.057 1.239 0.038 0.016 0.056 0.423
C 2.412 3.033 -1.027 -0.054 0.116 0.331 -0.828
C 1.229 2.537 -0.490 0.047 0.133 -0.748 0.074
C 0.321 3.416 0.073 -0.156 -0.491 0.434 -0.199
C 0.657 4.746 0.176 -0.052 -0.126 -0.094 -0.056
C 1.858 5.244 -0.264 0.407 0.428 -0.317 -0.455
C 2.743 4.378 -0.886 0.043 -0.627 -0.421 -0.558
N -0.317 5.672 0.761 0.276 0.294 0.514 1.040
O -0.029 6.852 0.775 -0.144 -0.042 -0.122 -0.615
O -1.321 5.198 1.246 -0.295 -0.044 -0.067 -0.607
H 3.084 2.375 -1.564 0.001 -0.028 0.052 0.494
H 0.983 1.499 -0.676 -0.088 0.023 0.303 0.302
H -0.627 3.092 0.479 -0.034 -0.047 -0.125 0.521
H 2.044 6.303 -0.154 0.134 -0.055 -0.049 0.492
H 3.672 4.672 -1.357 -0.044 0.491 0.292 0.388
C -4.985 -3.366 1.804 -0.051 0.156 0.158 -0.293
C -5.026 -4.172 2.938 0.028 0.311 0.053 -0.555
C -6.147 -4.137 3.747 -0.600 -0.358 0.031 -0.292
C -7.246 -3.388 3.351 0.442 -0.174 -0.213 0.136
C -7.253 -2.660 2.180 -0.306 0.094 0.016 -0.406
C -6.103 -2.636 1.417 0.536 0.120 0.016 -0.440
N -8.442 -3.375 4.197 -0.050 0.096 0.214 1.001
O -8.420 -4.047 5.207 -0.054 -0.108 0.095 -0.604
O -9.372 -2.675 3.853 -0.077 -0.008 -0.078 -0.602
H -4.062 -3.226 1.257 -0.025 -0.329 -0.131 0.356
H -4.184 -4.785 3.227 0.071 0.085 -0.030 0.388
H -6.246 -4.726 4.650 0.205 0.049 -0.016 0.451
H -8.149 -2.125 1.902 0.048 0.099 -0.025 0.452
H -6.025 -1.992 0.551 -0.187 -0.082 -0.077 0.384
C 0.102 1.504 -3.565 0.200 0.039 -0.293 -0.429
C 0.886 0.408 -3.923 -0.404 0.343 0.537 -0.464
C 1.976 0.582 -4.751 0.103 -0.330 -0.155 -0.570
C 2.267 1.849 -5.213 -0.120 0.320 0.071 0.328
C 1.476 2.950 -4.919 -0.201 -0.024 0.036 -0.489
C 0.369 2.756 -4.111 -0.160 -0.236 0.317 -0.483
N 3.470 2.044 -6.033 -0.027 -0.166 -0.083 0.948
O 3.942 3.159 -6.073 0.046 0.164 -0.052 -0.578
O 3.914 1.073 -6.611 0.063 -0.013 0.012 -0.582
H -0.708 1.412 -2.854 -0.095 -0.185 -0.117 0.515
H 0.652 -0.567 -3.515 0.082 -0.030 -0.153 0.435
H 2.585 -0.264 -5.035 0.113 0.109 -0.049 0.479
H 1.688 3.934 -5.309 0.228 -0.083 -0.090 0.443
H -0.302 3.569 -3.867 0.181 0.132 -0.052 0.416
C 2.543 -2.443 0.904 0.213 -0.098 0.620 -0.234
C 3.188 -1.209 0.908 -0.249 -0.107 -0.096 -0.005
C 4.399 -1.069 1.560 0.405 0.188 0.506 -0.466
C 4.961 -2.163 2.198 -0.544 -0.011 -0.194 0.110
C 4.343 -3.398 2.204 0.078 -0.104 0.038 -0.453
C 3.117 -3.525 1.570 0.240 -0.062 -0.701 -0.764
N 6.253 -2.001 2.869 0.354 0.010 -0.131 0.955
O 6.857 -3.012 3.170 -0.103 0.143 0.112 -0.580
O 6.658 -0.867 3.046 -0.037 -0.153 0.077 -0.587
H 1.561 -2.575 0.474 0.201 0.075 -0.253 0.341
H 2.752 -0.353 0.406 -0.037 -0.029 0.031 0.374
H 4.926 -0.130 1.670 -0.155 0.037 -0.315 0.466
H 4.830 -4.230 2.691 -0.036 -0.038 -0.023 0.454
H 2.678 -4.508 1.444 -0.156 0.067 0.384 0.373
```
Positions in Å, forces in eV/Å.

Results
* orbital gap: 9.50 eV
* HOMO energy: -10.37 eV

***

Record 4
DFT (the ωB97M-V functional and the def2-TZVPD basis) results for a 12-piece molecular cluster, C18H60O12 overall in a non-equilibrium geometry.

XYZ file:
```
90
Properties=species:S:1:pos:R:3:forces:R:3:mulliken_charge:R:1
C -4.577 3.017 -0.871 -1.312 -0.941 -0.095 -0.300
O -5.493 3.261 0.193 0.283 0.188 -0.073 -0.534
H -4.963 2.142 -1.393 -0.076 -0.163 0.030 0.138
H -4.643 3.808 -1.618 0.769 0.223 0.174 0.429
H -3.607 2.695 -0.492 0.393 0.675 -0.147 -0.014
H -5.436 4.196 0.406 -0.068 0.006 0.152 0.310
C -3.079 -2.184 -4.599 -0.396 -1.195 1.432 -0.316
O -2.894 -2.227 -5.957 0.480 0.436 -1.686 -0.516
H -2.808 -3.168 -4.215 0.124 -0.184 0.603 0.228
H -2.439 -1.472 -4.079 -0.158 0.332 -0.428 -0.004
H -4.135 -2.066 -4.355 -0.079 0.517 0.320 0.291
H -3.264 -3.060 -6.258 0.026 0.107 -0.245 0.320
C -3.192 2.306 -3.988 0.894 -0.577 -1.125 -0.320
O -2.882 1.936 -5.353 -0.618 -0.064 0.477 -0.540
H -3.977 1.640 -3.630 -0.136 0.218 -0.232 0.185
H -2.296 2.077 -3.411 -0.052 0.406 0.485 0.081
H -3.474 3.358 -3.937 -0.070 -0.065 0.268 0.336
H -2.116 2.432 -5.652 -0.006 0.111 0.109 0.289
C -0.061 -4.106 -2.411 -0.006 -0.159 -0.119 -0.489
O 0.664 -3.635 -1.283 -0.078 0.022 -0.086 -0.427
H -1.016 -3.594 -2.535 0.101 0.488 -0.173 0.044
H 0.575 -3.972 -3.286 -0.226 -0.053 -0.003 0.272
H -0.357 -5.150 -2.312 0.373 -0.307 0.019 0.295
H -0.020 -3.484 -0.626 0.104 0.020 0.085 0.276
C -2.622 -1.329 3.903 -0.961 1.578 -1.556 -0.459
O -2.799 -0.070 3.189 0.389 -0.151 1.358 -0.552
H -1.752 -1.868 3.529 0.325 -0.034 0.372 0.091
H -2.599 -1.027 4.950 0.263 -0.477 -0.055 0.240
H -3.505 -1.932 3.689 -0.015 -0.317 0.391 0.265
H -2.731 -0.165 2.237 0.062 -0.625 -0.249 0.372
C 0.833 -0.585 4.927 -0.064 0.189 0.281 -0.542
O 2.254 -0.328 4.887 -0.261 0.198 -0.645 -0.543
H 0.376 0.196 5.535 -0.356 -0.003 -0.243 0.415
H 0.461 -0.578 3.902 -0.011 0.142 0.103 -0.042
H 0.581 -1.547 5.371 0.287 -0.087 -0.047 0.423
H 2.568 -0.359 5.794 0.265 0.043 0.090 0.273
C 3.888 1.243 1.638 1.217 -2.001 -0.228 -0.587
C 3.343 2.252 2.657 0.248 2.927 -2.337 0.937
C 3.424 3.680 2.090 0.070 -0.184 -0.419 -1.504
O 2.121 1.928 3.142 -0.670 1.168 -0.478 -0.139
H 3.347 1.185 0.694 -0.836 0.309 0.419 0.112
H 4.011 0.239 2.045 -0.622 -0.151 0.167 -0.034
H 4.905 1.388 1.272 0.173 1.046 0.653 0.472
H 3.892 2.282 3.598 1.199 -0.609 0.834 0.325
H 4.412 3.831 1.656 0.098 -0.232 0.129 0.414
H 3.275 4.525 2.762 -0.290 -0.402 0.389 0.418
H 2.742 3.800 1.248 -0.264 -0.108 0.042 0.306
H 2.233 1.118 3.646 -0.272 -2.249 1.215 0.295
C 0.129 -0.133 0.415 -0.704 0.367 0.522 0.261
C -1.316 0.247 0.028 1.686 -1.773 -2.223 0.220
C -1.481 -0.052 -1.462 0.028 0.611 -0.608 -0.942
O -2.236 -0.694 0.564 -0.354 1.640 1.649 -0.308
H 0.400 -1.138 0.091 -0.060 0.061 -0.427 -0.069
H 0.222 -0.166 1.500 0.129 0.375 0.228 -0.301
H 0.792 0.608 -0.031 0.275 -0.119 0.102 -0.179
H -1.487 1.310 0.201 -0.719 -0.325 0.733 0.332
H -2.528 0.129 -1.704 0.014 -0.119 -0.275 0.316
H -1.227 -1.097 -1.639 -0.149 -0.127 0.018 -0.064
H -0.870 0.508 -2.171 0.122 0.323 0.197 0.492
H -1.936 -1.580 0.351 0.275 -0.530 -0.162 0.333
C 2.545 -2.559 1.714 0.350 0.627 0.373 -0.677
C 3.644 -2.758 2.753 -0.814 -2.323 0.857 0.405
C 3.152 -3.576 4.002 -1.108 1.018 -0.354 -1.184
O 4.707 -3.528 2.193 0.677 1.335 -0.031 -0.583
H 2.033 -3.502 1.526 -0.277 0.226 -0.169 0.571
H 2.936 -2.133 0.790 0.325 -0.489 -0.182 0.349
H 1.908 -1.743 2.056 -0.683 -0.388 0.285 -0.079
H 3.895 -1.769 3.136 1.087 -0.137 -0.250 0.047
H 2.192 -3.149 4.293 -0.201 0.136 0.239 0.110
H 3.772 -3.546 4.898 0.400 0.104 -0.377 0.340
H 2.901 -4.616 3.791 0.345 -0.082 -0.378 0.415
H 4.354 -4.389 1.957 -0.103 -0.064 0.009 0.378
C 2.394 2.824 -2.022 0.912 -0.243 -1.216 -1.307
C 2.319 3.779 -3.256 -0.608 -1.144 0.527 0.579
C 2.047 3.091 -4.593 0.423 -0.104 0.501 -1.264
O 1.213 4.601 -2.967 -0.261 0.820 -0.156 -0.547
H 2.797 3.410 -1.196 -0.019 -0.085 0.242 0.297
H 3.075 2.002 -2.244 0.233 -0.064 0.202 0.471
H 1.440 2.370 -1.754 -0.204 0.269 -0.186 0.275
H 3.253 4.340 -3.300 0.094 0.218 -0.048 0.225
H 1.915 3.785 -5.424 -0.247 0.230 0.295 0.373
H 1.162 2.468 -4.465 -0.005 -0.066 -0.280 0.208
H 2.906 2.487 -4.882 -0.051 -0.261 0.136 0.355
H 1.225 4.706 -2.013 -0.299 0.397 -0.001 0.309
O -1.676 -3.296 0.163 0.050 0.098 0.137 -0.637
H -2.559 -3.653 0.059 -0.441 -0.196 -0.262 0.263
H -1.360 -3.673 0.984 0.101 -0.194 0.430 0.253
O -4.879 -0.741 0.062 -0.695 -0.133 -0.416 -0.694
H -5.008 -1.186 0.899 -0.131 0.034 0.233 0.270
H -3.931 -0.619 -0.001 0.365 0.067 0.158 0.395
```
Positions in Å, forces in eV/Å.

Results
* charge: +1
* orbital gap (alpha / beta): 8.67 / 2.19 eV
* spin multiplicity: 2
* HOMO energy (alpha / beta): -11.57 / -11.57 eV
* ⟨S²⟩: 0.754

***

Relative energy (zero: lowest compared OMol25 entry of this formula, charge and spin) across the listed records, respectively: 20.01, 494.64, 0.00, 25.17 kJ/mol.